This record from OMol25 describes a structure of composition C40H47GeNO2P2PdS2Se. The level of theory is ωB97M-V/def2-TZVPD.

As for the HOMO-LUMO gap (alpha / beta): 7.25 / 6.56 eV. The calculation puts the energy relative to the best compared isomer or geometry (same formula, charge and spin) at 14.0 kJ/mol. The electronic energy comes out at -7842.99865 a.u. The spin multiplicity is 3. For the LUMO energy (alpha / beta), the calculation gives 0.0062 / -0.0378 Ha. The highest occupied orbital energy (alpha / beta) is -7.1 / -7.6 eV.

```
97
Properties=species:S:1:pos:R:3:mulliken_charge:R:1
Pd -0.0182 -1.3848 -0.4226 0.033
C -2.7541 7.0399 -0.7635 -0.888
S -3.6293 5.5553 -1.3008 -0.066
C -2.6954 4.2924 -0.4034 0.297
C -1.2676 4.1205 -0.8928 -0.886
C -0.4908 3.0135 -0.1771 -0.927
N -1.1764 1.7126 -0.0672 0.120
P -1.1410 0.5506 -1.3756 1.544
C -1.0014 1.5610 -2.8772 0.354
C 0.2791 1.8950 -3.3148 -0.130
C 0.4510 2.7294 -4.4077 -0.906
C -0.6603 3.2180 -5.0836 -0.576
C -1.9376 2.8650 -4.6716 -0.781
C -2.1103 2.0377 -3.5718 -0.345
C -2.8639 -0.0321 -1.4341 0.918
C -3.1112 -1.2064 -2.1436 -1.180
C -4.3970 -1.7143 -2.2310 -0.742
C -5.4446 -1.0610 -1.5941 -0.641
C -5.2031 0.1005 -0.8746 -1.052
C -3.9165 0.6140 -0.7971 0.677
P -0.9156 0.6813 1.3091 0.783
C -1.3426 1.8006 2.6903 0.517
C -0.4878 2.0187 3.7670 -0.752
C -0.8886 2.8182 4.8299 -0.684
C -2.1443 3.4048 4.8291 -0.575
C -3.0090 3.1807 3.7644 -0.677
C -2.6134 2.3765 2.7089 -0.448
C 0.8825 0.4083 1.5528 1.115
C 1.9370 1.3084 1.3600 -0.937
C 3.2301 0.9510 1.7037 -0.813
C 3.4948 -0.2877 2.2793 -0.711
C 2.4620 -1.1809 2.5036 -0.684
C 1.1687 -0.8373 2.1213 -0.246
H -3.3101 7.8922 -1.1489 0.370
H -1.7402 7.0758 -1.1567 0.272
H -2.7349 7.0962 0.3248 0.266
H -3.2602 3.3721 -0.5654 -0.727
H -2.7263 4.5177 0.6649 0.353
H -0.7068 5.0436 -0.7205 0.623
H -1.2767 3.9605 -1.9687 0.092
H -0.2887 3.3402 0.8454 0.932
H 0.4768 2.9056 -0.6815 0.112
H 1.1402 1.4996 -2.7872 0.449
H 1.4473 2.9938 -4.7375 0.451
H -0.5288 3.8690 -5.9382 0.393
H -2.8020 3.2432 -5.2012 0.441
H -3.1092 1.7702 -3.2493 0.476
H -2.2856 -1.7323 -2.6103 0.420
H -4.5788 -2.6289 -2.7798 0.443
H -6.4477 -1.4636 -1.6501 0.401
H -6.0175 0.6050 -0.3706 0.477
H -3.7142 1.5136 -0.2276 -0.247
H 0.4973 1.5689 3.7782 0.407
H -0.2126 2.9815 5.6593 0.426
H -2.4532 4.0297 5.6569 0.380
H -3.9955 3.6267 3.7604 0.454
H -3.2984 2.1922 1.8899 0.449
H 1.7588 2.2910 0.9521 0.356
H 4.0378 1.6530 1.5372 0.440
H 4.5082 -0.5488 2.5567 0.404
H 2.6524 -2.1552 2.9400 0.423
H 0.3561 -1.5263 2.3255 0.385
O 2.4171 -4.5085 2.3715 -0.765
C 1.3405 -4.4086 1.7862 0.522
O 1.1558 -4.5951 0.5308 -0.633
C 0.0996 -3.9921 2.5295 -0.230
C 0.0741 -3.9189 3.9157 -0.180
C -1.0614 -3.4697 4.5682 -0.698
C -2.1738 -3.0793 3.8272 -0.537
C -2.1555 -3.1383 2.4435 -0.575
C -1.0125 -3.5973 1.7900 0.851
S -0.8941 -3.5742 0.0362 -0.357
H 0.9621 -4.2231 4.4555 0.499
H -1.0836 -3.4180 5.6489 0.406
H -3.0604 -2.7171 4.3323 0.400
H -3.0094 -2.8093 1.8641 0.497
C 5.0937 -3.6766 -3.1242 -1.318
Ge 4.6966 -3.9057 -1.2168 0.735
C 6.3012 -3.5223 -0.1602 -1.261
C 4.0098 -5.6823 -0.8506 -1.156
C 3.3522 -2.5433 -0.7042 -0.203
Se 1.7393 -2.6220 -1.7938 0.235
C 2.2892 -1.3175 -3.1277 -1.028
H 5.8176 -4.4210 -3.4567 0.399
H 5.5089 -2.6865 -3.3194 0.348
H 4.1856 -3.8030 -3.7156 0.379
H 7.0956 -4.2301 -0.3997 0.398
H 6.0754 -3.6114 0.9029 0.366
H 6.6681 -2.5140 -0.3574 0.362
H 4.6428 -6.4417 -1.3130 0.442
H 2.9938 -5.7760 -1.2273 0.327
H 3.9643 -5.8490 0.2251 0.325
H 3.7387 -1.5252 -0.7715 0.516
H 3.0211 -2.7267 0.3139 -0.851
H 3.1252 -1.7023 -3.7072 0.449
H 2.5740 -0.3923 -2.6309 0.162
H 1.4356 -1.1374 -3.7779 0.338
```

***

This record from OMol25 describes a structure of composition C40H47N2P2Pd. The level of theory is ωB97M-V/def2-TZVPD.

As for the HOMO-LUMO gap (alpha / beta): 5.51 / 5.02 eV. The total charge is +3. The electronic energy comes out at -2471.68587 a.u. The spin multiplicity is 1. For the LUMO energy (alpha / beta), the calculation gives -0.3997 / -0.4179 Ha. The highest occupied orbital energy (alpha / beta) is -16.4 / -16.4 eV.

```
92
Properties=species:S:1:pos:R:3:mulliken_charge:R:1
Pd -0.3401 0.0695 -0.2909 -0.423
N -1.5198 0.9854 -1.8793 -0.157
C -2.1718 0.0632 -2.8088 0.003
C -2.8753 0.5343 -3.9010 -0.345
C -3.5098 -0.3694 -4.7464 -0.763
C -3.4514 -1.7339 -4.4890 -0.881
C -2.7346 -2.2015 -3.3971 -0.511
C -2.0890 -1.2987 -2.5569 -0.800
P -0.9126 -1.8474 -1.3193 2.323
C -1.5555 -3.3695 -0.6404 1.161
C -2.9249 -3.4078 -0.3596 -0.612
C -3.4991 -4.5748 0.1087 -0.883
C -2.7157 -5.7090 0.2990 -0.643
C -1.3608 -5.6826 0.0026 -0.789
C -0.7765 -4.5179 -0.4786 -0.622
C 0.6222 -2.1375 -2.1995 1.468
C 1.7363 -2.6868 -1.5608 -0.156
C 2.9307 -2.8408 -2.2447 -1.173
C 3.0286 -2.4355 -3.5696 -0.849
C 1.9304 -1.8828 -4.2095 -0.942
C 0.7271 -1.7294 -3.5337 -0.946
H -2.2428 1.4218 -1.3068 0.390
H -1.0822 1.7451 -2.3956 0.169
H -2.9457 1.5989 -4.0923 0.512
H -4.0599 -0.0043 -5.6030 0.460
H -3.9553 -2.4320 -5.1430 0.493
H -2.6685 -3.2654 -3.2054 0.567
H -3.5435 -2.5300 -0.5213 0.531
H -4.5600 -4.6075 0.3177 0.466
H -3.1707 -6.6214 0.6607 0.453
H -0.7616 -6.5757 0.1178 0.489
H 0.2641 -4.5286 -0.7645 0.417
H 1.6767 -3.0057 -0.5332 0.380
H 3.7828 -3.2862 -1.7490 0.512
H 3.9598 -2.5620 -4.1056 0.462
H 2.0015 -1.5871 -5.2479 0.518
H -0.1248 -1.3185 -4.0574 0.336
C 1.3983 -2.6549 3.4570 -1.511
C 1.3177 -2.1080 2.0331 1.372
C 2.7002 -1.7273 1.4930 -1.682
P 0.1755 -0.6866 1.7937 1.572
C -1.2229 -0.8165 2.9761 0.159
C -2.0284 0.4831 3.0133 -1.592
C -2.1279 -2.0013 2.6412 -1.750
C 1.0500 0.7846 2.4776 -1.014
C 1.4626 0.8568 3.7769 0.018
C 2.1569 1.9875 4.2797 0.218
C 2.6309 2.0277 5.6834 -1.630
C 2.4458 3.0587 3.4008 -1.024
C 2.0014 3.0346 2.1145 -0.360
C 1.2214 1.9301 1.6324 0.014
N 0.7120 1.9092 0.4077 0.198
C 0.6230 3.0429 -0.3578 -0.065
C -0.0494 4.2102 0.1292 1.578
C -0.8238 4.2322 1.4186 -1.412
C -0.1244 5.3058 -0.7181 -0.919
C 0.4621 5.3240 -1.9910 0.401
C 0.3762 6.5396 -2.8481 -1.565
C 1.1126 4.1633 -2.4446 -0.875
C 1.1866 3.0151 -1.6754 1.019
C 2.0046 1.8510 -2.1484 -1.057
H 2.0619 -3.5206 3.4583 0.488
H 0.4344 -2.9802 3.8424 0.387
H 1.8304 -1.9332 4.1510 0.248
H 0.8663 -2.8782 1.4005 0.028
H 3.2187 -1.0822 2.2039 0.396
H 2.6527 -1.2109 0.5308 0.301
H 3.3091 -2.6226 1.3650 0.507
H -0.7406 -0.9846 3.9440 0.836
H -2.4565 0.7012 2.0305 0.180
H -1.4356 1.3383 3.3392 0.292
H -2.8588 0.3743 3.7112 0.565
H -2.7103 -1.7822 1.7488 0.376
H -2.8289 -2.1700 3.4590 0.580
H -1.5790 -2.9288 2.4716 0.332
H 1.2900 0.0348 4.4598 0.284
H 2.2999 1.1755 6.2698 0.398
H 2.3054 2.9548 6.1638 0.415
H 3.7256 2.0650 5.6978 0.399
H 3.0441 3.8868 3.7596 0.519
H 2.2660 3.8226 1.4185 0.675
H -1.3058 3.2688 1.6082 0.131
H -1.6003 4.9922 1.3619 0.575
H -0.2096 4.4729 2.2844 0.337
H -0.6661 6.1826 -0.3829 0.588
H 0.4141 7.4481 -2.2485 0.439
H -0.5775 6.5482 -3.3849 0.326
H 1.1724 6.5647 -3.5890 0.413
H 1.6000 4.1766 -3.4121 0.507
H 2.1186 1.8729 -3.2311 0.507
H 1.5842 0.8845 -1.8615 -0.139
H 3.0058 1.8985 -1.7111 0.400
```